Entry 1:
The molecule C19H22N4S, computed with ωB97M-V/def2-TZVPD.

```
46
Properties=species:S:1:pos:R:3:forces:R:3
C 4.17178 -2.66288 -0.04178 0.082 0.049 0.000
C 5.02955 -1.43772 -0.01042 0.315 -0.298 0.005
C 6.38232 -1.49500 0.03775 -0.038 0.233 0.004
S 7.17211 0.04603 0.06202 -0.368 -0.010 -0.019
C 5.62986 0.83727 0.00169 -0.346 -0.434 0.004
N 5.49567 2.15814 -0.01214 0.445 0.516 0.000
C 4.25181 2.58019 -0.06251 0.377 0.083 0.029
N 3.15675 1.84338 -0.09155 -0.542 -0.307 0.019
C 3.27795 0.51460 -0.07459 0.416 0.195 -0.040
N 2.14880 -0.21496 -0.12124 -0.049 -0.382 -0.019
H 2.22103 -1.21381 -0.02480 0.055 0.074 -0.011
C 0.82260 0.35312 -0.09784 -0.289 -0.006 -0.033
C -0.07757 -0.33134 -1.12376 0.051 0.287 0.075
C -1.41009 0.42221 -1.21064 -0.034 -0.092 -0.135
N -1.67394 1.13738 0.02468 0.005 0.119 0.030
C -1.34607 0.33765 1.18512 0.141 -0.101 0.136
C 0.18255 0.21520 1.29180 -0.128 0.123 -0.169
H 0.58401 0.99043 1.94350 0.051 0.003 0.060
H 0.44313 -0.75528 1.72119 0.057 -0.022 0.011
H -1.80729 -0.66421 1.13538 -0.034 0.071 0.073
H -1.73469 0.83570 2.07456 -0.071 -0.065 -0.001
C -2.98035 1.77567 0.05762 0.066 0.027 0.019
C -4.14930 0.81910 0.03885 0.011 0.058 -0.039
C -4.72850 0.43356 -1.16486 -0.018 0.045 0.067
C -5.75351 -0.49606 -1.19155 -0.054 -0.047 -0.096
C -6.21651 -1.05293 -0.01199 -0.062 -0.056 -0.006
C -5.65540 -0.66783 1.19368 -0.038 -0.069 0.091
C -4.62956 0.26017 1.21737 0.011 0.046 -0.033
H -4.20353 0.56143 2.16387 0.054 0.042 0.094
H -6.01946 -1.09030 2.11906 -0.032 -0.031 0.068
H -7.01631 -1.77852 -0.03132 -0.063 -0.051 -0.001
H -6.19312 -0.78469 -2.13538 -0.039 -0.020 -0.068
H -4.38133 0.87541 -2.08859 0.055 0.046 -0.086
H -3.01587 2.39053 0.96135 -0.050 0.028 -0.072
H -3.03232 2.43909 -0.81087 -0.058 0.032 0.065
H -2.21347 -0.29448 -1.45461 0.078 0.097 -0.012
H -1.36728 1.16852 -2.00998 -0.037 -0.068 -0.058
H 0.40529 -0.34716 -2.10122 0.008 -0.061 0.009
H -0.24613 -1.36599 -0.81435 0.011 -0.086 -0.016
H 0.92962 1.41019 -0.34894 -0.057 -0.216 0.037
C 4.56748 -0.08193 -0.03053 0.319 0.624 0.029
H 4.10528 3.65198 -0.07760 -0.013 0.107 -0.005
H 6.98909 -2.37933 0.06103 0.048 -0.250 0.000
H 3.52889 -2.71134 0.83815 -0.089 -0.076 0.023
H 4.80206 -3.54930 -0.04562 -0.059 -0.077 -0.001
H 3.55396 -2.68189 -0.93998 -0.083 -0.078 -0.025
```
Forces are in eV/Å.

Output
- largest force on an atom (eV/A) = 0.7
- charge = 0
- Kohn-Sham gap (eV) = 8.6
- spin multiplicity = 1
- SMILES = Cc1csc2ncnc(NC3CCN(Cc4ccccc4)CC3)c12

=====

Entry 2:
A structure of composition C19H22O2PtS, computed with ωB97M-V/def2-TZVPD.

```
45
Properties=species:S:1:pos:R:3:forces:R:3
Pt -0.07143 0.15243 -0.44944 3.289 -1.042 0.742
C -1.07634 3.12715 -0.15603 -0.036 -0.105 0.041
C -1.13119 1.82771 0.61962 -0.591 0.629 0.194
C -0.38069 1.67964 1.81416 -0.110 0.149 -0.874
C 0.36048 2.86359 2.37026 0.113 -0.063 -0.194
C -0.37944 0.45243 2.49101 -0.421 -0.657 -0.335
C 0.48923 0.25756 3.69845 0.141 -0.020 -0.212
C -1.21557 -0.60086 2.05529 -0.496 0.175 0.313
C -1.14704 -1.91607 2.78029 0.025 0.027 -0.065
C -2.14611 -0.38161 1.02289 0.227 -0.250 0.331
C -3.22736 -1.38080 0.71259 0.117 0.057 0.036
C -2.08588 0.82033 0.25814 -0.024 0.145 -0.343
C -3.17413 1.12723 -0.74450 0.049 -0.084 -0.035
H -1.81745 3.83557 0.21856 -0.029 0.101 0.016
H -1.26670 2.95278 -1.21384 0.015 0.035 0.100
H -0.09230 3.58063 -0.07669 0.005 0.008 -0.014
H 1.39141 2.87891 2.01732 0.128 0.084 0.033
H 0.37250 2.83234 3.45629 0.007 0.012 0.022
H -0.11934 3.79083 2.06826 0.045 0.025 0.038
H -0.10206 0.36470 4.61069 0.012 0.000 0.046
H 1.30579 0.97165 3.71887 0.006 0.022 0.071
H 0.93371 -0.73403 3.70277 -0.019 -0.026 0.034
H -1.54769 -1.81896 3.79021 -0.006 -0.116 0.085
H -0.11188 -2.24270 2.86200 0.014 -0.057 0.018
H -1.68471 -2.70177 2.26041 0.015 -0.007 0.048
H -2.99592 -1.92097 -0.20459 -0.016 -0.069 -0.099
H -4.18092 -0.87849 0.56746 -0.026 -0.003 -0.023
H -3.35806 -2.09978 1.51354 -0.006 -0.014 -0.026
H -4.15321 0.91063 -0.32141 -0.049 0.051 0.016
H -3.05911 0.52318 -1.64217 -0.086 -0.025 -0.086
H -3.16870 2.17224 -1.03245 -0.005 0.009 -0.054
O 4.07722 -0.82057 -0.31400 -0.203 0.091 0.270
C 2.94798 -0.75175 -0.77343 0.994 -0.599 -1.346
O 1.95750 -0.36526 -0.07349 -2.611 0.896 0.207
C 2.75829 -1.17655 -2.23248 -0.095 -0.023 0.009
C 3.93570 -1.58598 -2.85738 0.126 0.048 -0.044
C 3.97764 -2.00997 -4.16955 -0.028 0.016 0.004
C 2.80584 -2.03340 -4.91233 0.065 -0.037 0.109
C 1.62658 -1.64572 -4.31976 -0.255 0.094 0.161
C 1.57379 -1.22833 -2.98215 0.477 0.047 0.342
S -0.06736 -0.92976 -2.45552 -0.902 0.523 0.769
H 4.82833 -1.55363 -2.25161 0.076 -0.002 -0.021
H 4.91184 -2.31589 -4.61326 0.117 -0.030 -0.030
H 2.80886 -2.35919 -5.94163 -0.004 -0.014 -0.100
H 0.69788 -1.66951 -4.87140 -0.046 0.001 -0.155
```
Forces are in eV/Å.

Output
- largest force on an atom (eV/A) = 3.5
- charge = 0
- Kohn-Sham gap (eV) = 5.9
- spin multiplicity = 1

=====

Entry 3:
A structure of composition C19H23Br57NS2, computed with ωB97M-V/def2-TZVPD.

```
102
Properties=species:S:1:pos:R:3:forces:R:3
N 3.47331 -0.96941 -0.56213 0.025 -2.168 -0.760
S 2.33752 -1.99055 -1.45813 0.603 0.760 3.524
S 0.57841 -1.94229 -0.23187 0.053 -0.104 -0.229
H 4.14260 -1.57976 -0.01663 -0.799 1.102 -0.667
H 3.97539 -0.38194 -1.26682 -0.406 -0.598 0.688
H 2.86478 -3.29173 -1.53323 -0.648 0.782 0.777
H -0.21445 -0.92963 -0.83468 1.397 -0.952 -0.086
C -3.52905 -2.34892 0.83236 -0.268 -0.006 0.074
Br -3.59870 -1.82419 -1.03946 0.120 -0.118 0.388
Br -2.84989 -4.15847 1.05214 -0.086 0.510 -0.054
Br -2.53541 -1.06737 1.90695 -0.062 0.057 -1.153
H -4.55921 -2.34677 1.20357 0.450 0.023 -0.149
C 5.02619 1.73132 2.01260 -0.072 0.279 0.021
Br 4.95654 2.25605 0.14078 0.091 -0.133 0.418
Br 5.70535 -0.07823 2.23238 -0.086 0.301 -0.063
Br 6.01983 3.01287 3.08719 -0.301 -0.454 -0.395
H 3.99603 1.73347 2.38381 0.605 -0.008 -0.289
C 1.82630 -0.38946 -5.50228 -0.176 0.536 -0.712
Br 3.41751 -0.69348 -6.57911 -0.375 0.015 0.352
Br 0.22753 -1.09312 -6.35835 0.497 0.132 0.347
Br 2.03670 -1.06923 -3.69173 -0.433 0.965 -3.074
H 1.69590 0.69489 -5.42353 0.036 -0.398 -0.048
C 6.66865 1.83975 -4.05025 0.371 0.310 -0.280
Br 5.74247 3.50846 -4.42644 0.195 -0.525 0.192
Br 8.34567 2.13842 -3.11086 -0.573 -0.105 -0.206
Br 5.52804 0.57463 -3.11061 0.203 0.106 -0.349
H 6.91910 1.38833 -5.01592 -0.183 0.124 0.460
C 1.72619 3.84570 3.89843 -0.020 0.304 -0.115
Br 1.65654 4.37043 2.02660 0.117 -0.117 0.427
Br 2.40535 2.03615 4.11821 -0.298 0.505 0.058
Br 2.71983 5.12725 4.97302 -0.053 -0.525 -0.404
H 0.69603 3.84785 4.26964 0.544 -0.027 -0.252
C -3.03539 1.68674 -7.23181 -0.109 0.095 -0.080
Br -1.74741 1.58243 -8.68583 -0.254 -0.005 0.386
Br -4.10980 0.07054 -7.09909 0.354 0.388 -0.052
Br -2.18317 2.13030 -5.54025 -0.184 -0.481 -0.277
H -3.72029 2.50734 -7.46962 0.299 -0.350 0.110
C -4.34639 2.23325 -11.86794 0.268 0.033 -0.182
Br -5.27734 3.00053 -13.39390 0.205 -0.233 0.459
Br -5.16520 2.75613 -10.18266 0.255 -0.231 -0.721
Br -4.17520 0.30148 -12.02089 -0.102 0.515 0.086
H -3.33194 2.64543 -11.87200 -0.462 -0.180 0.048
C -1.09194 6.29803 6.15564 -0.277 0.208 0.015
Br -1.16159 6.82277 4.28382 0.013 -0.271 0.479
Br -0.41277 4.48848 6.37542 -0.535 0.339 0.392
Br -0.09829 7.57958 7.23023 -0.178 -0.393 -0.344
H -2.12210 6.30018 6.52685 0.491 -0.045 -0.144
C 1.51977 -1.27409 7.03035 0.130 0.127 0.213
Br 0.39462 -2.40765 8.14075 0.195 0.260 -0.336
Br 2.18208 -2.22167 5.46591 -0.211 0.216 0.321
Br 0.62404 0.38376 6.54698 -0.047 -0.673 0.319
H 2.39279 -1.00194 7.63267 -0.393 -0.121 -0.272
C 0.49881 -6.39660 1.02539 -0.041 -0.243 -0.316
Br 1.98068 -7.65660 1.04447 -0.395 0.366 -0.092
Br -1.11807 -7.16909 1.78237 0.493 0.211 -0.120
Br 0.96761 -4.71464 1.88312 -0.010 -0.343 -0.002
H 0.28427 -6.17120 -0.02447 0.070 -0.079 0.482
C -6.79479 3.71626 -5.53686 -0.259 0.073 0.211
Br -5.79504 2.53830 -4.35497 -0.249 0.321 -0.323
Br -6.64259 5.57972 -4.99984 0.098 -0.567 -0.190
Br -6.30356 3.45788 -7.40137 -0.270 0.191 0.769
H -7.85071 3.44181 -5.44345 0.471 0.119 -0.074
C -0.80469 0.13165 11.29472 0.085 -0.241 0.061
Br 0.60908 1.33393 10.71189 -0.365 -0.260 0.110
Br -1.34585 0.48605 13.12928 0.130 -0.044 -0.539
Br -2.32083 0.15242 10.07598 0.336 0.039 0.249
H -0.39128 -0.88209 11.27348 -0.182 0.465 -0.012
C 1.83480 9.10979 1.81325 0.066 0.280 0.129
Br 3.42601 8.80577 0.73643 -0.427 0.000 0.273
Br 0.23603 8.40613 0.95719 0.369 0.078 0.209
Br 2.04520 8.43002 3.62380 0.040 0.260 -0.610
H 1.70440 10.19414 1.89201 0.046 -0.504 -0.064
C 0.40632 5.32967 -7.10513 -0.043 0.301 0.061
Br -1.46898 5.35327 -6.58875 0.545 0.237 -0.274
Br 1.23502 3.60722 -6.74396 -0.104 0.319 -0.131
Br 0.65483 5.87885 -8.95475 -0.086 -0.239 0.502
H 0.91925 6.06850 -6.48058 -0.229 -0.366 -0.281
C -3.15360 -1.66902 6.22485 0.177 -0.068 0.250
Br -4.27875 -2.80259 7.33526 0.276 0.323 -0.320
Br -2.49129 -2.61661 4.66041 -0.159 -0.136 1.120
Br -4.04934 -0.01117 5.74148 0.208 -0.417 0.064
H -2.28058 -1.39687 6.82717 -0.333 -0.098 -0.248
C 4.30219 -5.62237 -4.12181 0.051 -0.341 -0.126
Br 4.82206 -6.82230 -2.68173 -0.198 0.415 -0.340
Br 2.38164 -5.65027 -4.42961 0.462 0.123 0.178
Br 4.96272 -3.81557 -3.83262 -0.201 -0.260 0.054
H 4.77784 -5.99428 -5.03530 -0.196 0.221 0.388
C -10.56816 7.55057 -3.57530 -0.257 -0.007 0.011
Br -9.56841 6.37262 -2.39341 -0.204 0.304 -0.285
Br -10.41597 9.41403 -3.03827 0.022 -0.509 -0.155
Br -10.07693 7.29219 -5.43980 -0.115 0.103 0.471
H -11.62408 7.27613 -3.48188 0.497 0.123 -0.042
C 2.87405 -8.73447 5.46968 0.011 -0.040 0.252
Br 2.14097 -10.49001 5.06398 0.153 0.433 0.016
Br 4.73110 -8.57886 4.91182 -0.477 -0.037 0.068
Br 1.77625 -7.30482 4.73799 0.241 -0.304 0.261
H 2.85721 -8.62491 6.55906 0.009 -0.038 -0.508
C 2.93295 -14.44485 4.65719 0.162 0.102 0.156
Br 1.05765 -14.42126 5.17356 0.454 0.004 -0.171
Br 3.76165 -16.16731 5.01835 -0.263 0.445 -0.135
Br 3.18146 -13.89568 2.80757 -0.100 -0.161 0.443
H 3.44588 -13.70603 5.28174 -0.236 -0.323 -0.289
```
Forces are in eV/Å.

Output
- largest force on an atom (eV/A) = 3.7
- charge = +1
- Kohn-Sham gap (eV) = 7.1
- spin multiplicity = 1

=====

Entry 4:
The molecule C19H23BrN2O5S, computed with ωB97M-V/def2-TZVPD.

```
51
Properties=species:S:1:pos:R:3:forces:R:3
O 2.42824 -2.00299 2.29535 0.266 0.114 0.020
C 1.30045 -1.85156 1.86126 -0.613 -0.285 -0.070
N 0.61863 -2.78910 1.16933 -0.202 0.007 0.202
H -0.18747 -2.49975 0.63750 0.102 0.081 0.070
C 1.22598 -4.05386 0.82707 0.465 -0.066 -0.052
C 2.24536 -3.95517 -0.31167 -0.328 0.096 -0.053
H 2.69075 -4.94043 -0.45974 0.080 -0.005 0.007
H 3.03956 -3.27536 -0.00574 0.090 -0.057 0.015
C 1.62653 -3.50949 -1.63508 0.175 -0.099 0.138
N 1.01813 -2.18976 -1.57311 -0.079 -0.001 -0.283
C 1.99835 -1.12382 -1.43842 -0.194 0.279 0.103
H 2.59541 -1.28092 -0.54016 0.066 0.018 -0.003
C 1.26963 0.21126 -1.31133 0.306 -0.133 0.185
H 1.98548 1.03339 -1.24891 -0.017 -0.049 0.075
O 0.45691 0.47228 -2.43032 0.045 0.135 -0.182
C -0.48391 -0.56960 -2.60714 -0.172 -0.389 -0.136
C 0.20362 -1.92572 -2.74953 -0.089 0.317 -0.031
H -0.55790 -2.70364 -2.83816 0.004 0.004 -0.044
H 0.81829 -1.92771 -3.66821 -0.039 -0.044 0.014
H -1.03607 -0.32518 -3.51611 -0.032 -0.061 0.065
H -1.17858 -0.59193 -1.75707 0.115 -0.023 -0.147
H 0.65440 0.19570 -0.39918 0.048 0.041 -0.040
H 2.67289 -1.08929 -2.31307 0.004 -0.028 0.059
H 0.83588 -4.21586 -1.90649 0.039 -0.016 -0.067
H 2.40039 -3.55400 -2.42314 -0.096 -0.009 -0.038
H 0.42784 -4.75034 0.56297 0.018 -0.007 0.061
H 1.74165 -4.41652 1.72084 -0.145 -0.075 -0.087
C 0.52972 -0.61369 2.10977 0.662 0.891 0.480
C 0.95418 0.61344 2.54881 -0.105 -0.813 -0.295
C -0.20241 1.41337 2.66170 -0.595 -0.373 -0.081
C -1.25797 0.61590 2.30521 0.610 0.721 0.381
C -2.69711 0.89284 2.20471 0.024 0.150 -1.061
H -3.29607 0.00056 2.36904 -0.155 -0.008 -0.042
H -3.01553 1.70013 2.85511 -0.015 0.035 0.083
S -3.09102 1.41924 0.47534 -0.172 0.131 0.350
O -2.64662 0.38712 -0.41879 0.336 -0.031 0.021
O -4.47534 1.80066 0.44141 -0.077 0.228 0.242
C -2.07498 2.88219 0.24423 -0.314 -0.512 0.135
C -2.36680 4.00356 0.99927 -0.043 0.063 0.015
C -1.58323 5.13586 0.86862 0.061 0.008 -0.005
C -0.51938 5.11541 -0.02285 0.081 0.074 -0.017
C -0.23721 3.99832 -0.79282 -0.041 0.107 0.040
C -1.02852 2.86982 -0.65631 -0.041 -0.131 -0.020
H -0.84344 1.99431 -1.25704 0.119 -0.152 -0.094
H 0.58410 4.00616 -1.49207 0.059 0.009 -0.054
Br 0.56649 6.66107 -0.19469 -0.079 -0.116 0.010
H -1.79213 6.02354 1.44548 -0.017 0.047 0.027
H -3.21438 3.99145 1.66611 -0.113 0.083 0.122
O -0.81576 -0.60659 1.95492 -0.167 -0.370 -0.105
H -0.25268 2.43367 2.98342 -0.089 0.239 0.048
H 1.96563 0.89102 2.75967 0.253 -0.025 0.041
```
Forces are in eV/Å.

Output
- largest force on an atom (eV/A) = 1.2
- charge = 0
- Kohn-Sham gap (eV) = 8.9
- spin multiplicity = 1
- SMILES = O=C(NCCCN1CCOCC1)c1ccc(CS(=O)(=O)c2ccc(Br)cc2)o1

=====

E_LUMO? In order: 0.6 -1.5 -4.2 0.2 eV.